# 1
143
Properties=species:S:1:pos:R:3 method="wB97M-V/def2-TZVPD" charge=+1
C 3.04415 -0.94129 -1.08016
C 2.67478 0.60024 -1.16999
C 2.37507 1.03756 -2.64503
C 1.70843 2.45162 -2.77492
C 0.46344 2.64426 -1.81820
C -0.81997 3.19824 -2.56776
C -2.10502 2.44822 -2.08949
C -2.50201 3.13780 -0.70784
C -3.98234 2.61035 -0.66956
S -4.64302 2.39141 1.03244
O -6.11238 2.40942 1.10041
O -4.07681 3.47213 1.85231
F -4.06059 0.98529 1.61496
N -4.52543 2.40451 -1.82410
C -5.90389 1.94332 -2.04118
Br -6.93921 3.46227 -2.82706
C -6.00757 0.72394 -3.06068
C -6.85755 -0.45546 -2.41335
C -3.46767 2.71395 -2.84427
H 4.02927 -1.06077 -0.56949
H 3.06496 -1.40947 -2.09952
H 2.27678 -1.48265 -0.48319
H 3.52661 1.20155 -0.78676
H 1.80035 0.76606 -0.49982
H 3.36363 1.09688 -3.17207
H 1.79184 0.26241 -3.20799
H 2.44527 3.26471 -2.54536
H 1.39395 2.61979 -3.83301
H 0.70746 3.33377 -0.96919
H 0.18772 1.64704 -1.37846
H -0.65560 3.10126 -3.68112
H -0.88320 4.29370 -2.33689
H -1.89185 1.38884 -1.78962
H -2.63397 4.22240 -0.97007
H -1.88221 2.94739 0.19130
H -6.43462 1.64118 -1.11568
H -5.02057 0.38372 -3.44163
H -6.60161 1.06137 -3.94455
H -7.52669 -0.09216 -1.59890
H -7.52714 -0.90994 -3.18322
H -6.14935 -1.21306 -1.99890
H -3.55464 3.67119 -3.39991
H -3.46960 1.87938 -3.59482
C -0.68896 -3.20141 0.51697
C -2.07085 -3.16398 -0.06737
O -2.10109 -1.88645 -0.71301
C -0.81559 -1.54048 -0.98063
O -0.49249 -0.61560 -1.66205
O 0.05585 -2.37719 -0.37890
H -0.27804 -4.20596 0.55041
H -0.64422 -2.76484 1.51831
H -2.23018 -3.94363 -0.81682
H -2.84940 -3.23818 0.69128
C 2.07661 -6.13329 -2.29550
C 2.48996 -7.27421 -1.40911
O 1.61081 -7.13682 -0.29097
C 0.51840 -6.46287 -0.71680
O -0.48124 -6.32329 -0.07627
O 0.69823 -5.96350 -1.96018
H 2.19507 -6.35881 -3.35379
H 2.61236 -5.20819 -2.06837
H 2.32163 -8.24908 -1.87296
H 3.53076 -7.20653 -1.09675
C -0.10003 7.37205 -0.51904
C 1.24883 8.01607 -0.67718
O 1.83664 7.26000 -1.73427
C 0.82913 6.71556 -2.45648
O 0.97290 6.16462 -3.50407
O -0.36906 6.87970 -1.83214
H -0.86765 8.07729 -0.20335
H -0.08294 6.52961 0.17818
H 1.18044 9.06190 -0.98621
H 1.85181 7.95345 0.22734
C -6.18527 2.79939 4.14274
C -6.22008 1.44661 4.79863
O -6.47432 1.76434 6.16347
C -7.08218 2.98017 6.19236
O -7.57514 3.46026 7.15883
O -7.05146 3.57268 4.96982
H -6.54535 2.77622 3.12666
H -5.18867 3.24660 4.15882
H -7.03375 0.81946 4.42361
H -5.27990 0.90514 4.69430
C -0.98724 4.34119 -7.73844
C -1.25767 3.93962 -6.31638
O -0.52979 2.72659 -6.17527
C 0.46076 2.74335 -7.11171
O 1.34842 1.95964 -7.15753
O 0.29732 3.77498 -7.98052
H -0.96887 5.42156 -7.87448
H -1.70468 3.90769 -8.44026
H -0.87030 4.66766 -5.59698
H -2.31905 3.77891 -6.12285
C 3.36476 2.06225 2.67464
C 4.62750 2.03530 3.48364
O 5.56552 1.44568 2.57500
C 5.10934 1.66316 1.31953
O 5.73389 1.44112 0.32687
O 3.84602 2.16013 1.33310
H 2.72775 2.91032 2.92291
H 2.78443 1.14006 2.77268
H 4.97609 3.03713 3.75245
H 4.52458 1.43541 4.39721
C 4.07291 -3.98375 2.62148
C 4.81981 -2.81082 3.19240
O 3.87843 -1.74727 3.06464
C 2.64188 -2.30218 3.01687
O 1.62567 -1.68468 3.07890
O 2.71191 -3.65103 2.89053
H 4.34404 -4.92556 3.09651
H 4.20589 -4.07974 1.54052
H 5.06389 -2.94204 4.24982
H 5.73406 -2.58837 2.64410
C -3.84207 -7.73667 1.47443
C -2.93079 -6.63833 1.94313
O -3.83219 -5.72309 2.56539
C -4.93379 -6.42722 2.93646
O -5.80190 -5.99911 3.62486
O -4.91125 -7.68183 2.41791
H -3.36181 -8.71383 1.48655
H -4.24309 -7.55110 0.47442
H -2.20761 -6.98345 2.68644
H -2.39559 -6.16159 1.12609
C 6.88264 -2.83049 -1.88421
C 7.20379 -1.43098 -2.32753
O 6.74278 -1.41699 -3.67563
C 5.79532 -2.37920 -3.79494
O 5.09436 -2.51656 -4.74389
O 5.75004 -3.16668 -2.68492
H 6.63833 -2.88733 -0.82369
H 7.68979 -3.53533 -2.10128
H 6.65760 -0.67400 -1.75794
H 8.26898 -1.20963 -2.27853
C 3.49100 -1.39695 8.09526
C 2.12251 -1.30069 7.48146
O 2.14980 -0.01914 6.85638
C 3.44557 0.28910 6.61934
O 3.80503 1.21553 5.95693
O 4.28126 -0.58657 7.22560
H 3.86753 -2.41834 8.12406
H 3.53003 -0.97608 9.10275
H 1.94994 -2.06315 6.71713
H 1.32580 -1.35578 8.22150

# 2
122
Properties=species:S:1:pos:R:3 method="wB97M-V/def2-TZVPD" charge=-2
Rb -0.20090 0.14369 -0.61285
C 0.55213 2.89499 1.69513
N -0.62494 2.91790 0.84805
C -1.79481 2.69201 1.64481
C -3.14219 2.65349 0.88119
N -3.49483 1.32339 0.47101
C -3.81103 0.45469 1.57949
C -4.49898 1.23728 -0.52167
C -5.47904 2.20144 -0.67000
C -6.49569 2.03173 -1.57169
C -6.52362 0.88842 -2.37010
C -5.57289 -0.12475 -2.21286
C -4.52687 0.02854 -1.29204
S -3.29344 -1.17307 -1.12068
C -0.64648 4.13737 0.07054
C -1.49590 5.16858 0.41336
C -1.63442 6.31525 -0.33399
C -0.78166 6.46317 -1.45053
C 0.15274 5.48034 -1.75264
C 0.26435 4.28810 -1.00415
S 1.45394 3.12783 -1.47945
H 0.49749 3.69056 2.45976
H 1.42308 3.02417 1.04223
H 0.62627 1.94391 2.23439
H -1.85766 3.43365 2.44861
H -1.68597 1.70379 2.12020
H -3.07114 3.30419 -0.00565
H -3.87221 3.07673 1.59915
H -4.21571 1.02757 2.42732
H -2.92222 -0.08940 1.98041
H -4.52004 -0.30276 1.23360
H -5.46912 3.10333 -0.08547
H -7.26457 2.77803 -1.69439
H -7.33983 0.73957 -3.06070
H -5.63533 -1.05085 -2.75871
H -2.17817 5.04074 1.25908
H -2.40050 7.02445 -0.05064
H -0.92417 7.30996 -2.12533
H 0.82251 5.58658 -2.55965
N -1.82062 1.29549 -3.15358
C -1.59345 1.71989 -4.55135
C -0.09896 1.74764 -4.86490
N 0.45054 0.41732 -4.70673
C 1.89106 0.38423 -4.74984
C 2.40327 -0.86976 -4.01345
N 2.01552 -0.80629 -2.60861
H -2.49028 0.53102 -3.13264
H -2.24497 2.06123 -2.61899
H -1.98430 2.72366 -4.69802
H -2.08707 1.02375 -5.25866
H 0.32506 2.41940 -4.13014
H 0.12663 2.13465 -5.84132
H 0.15688 0.10689 -3.75887
H 2.35670 1.26216 -4.25588
H 2.24586 0.38152 -5.81066
H 3.47708 -0.91030 -4.18002
H 1.94148 -1.76293 -4.45493
H 2.62052 -0.20336 -2.04711
H 1.96337 -1.71554 -2.19929
N 2.51692 -4.64853 2.07845
C 1.48923 -3.88493 2.48071
N 0.79423 -3.48011 1.44865
C 1.44056 -4.07021 0.34722
N 2.53402 -4.78993 0.71974
C 0.94360 -3.97378 -0.98279
C 1.68847 -4.41805 -2.07470
N 1.35656 -4.32594 -3.37136
C 0.15205 -3.68026 -3.52005
C -0.71212 -3.26468 -2.57981
N -0.46479 -3.67259 -1.18665
H 3.15275 -5.14251 2.65834
H 1.27685 -3.70083 3.51066
H 2.72052 -4.81120 -1.91508
H -0.10222 -3.33219 -4.51102
H -1.59659 -2.71205 -2.75815
O -1.36640 -2.05199 2.60489
H -2.13609 -2.21620 2.05661
H -0.73852 -2.67085 2.18336
C 5.24516 2.29872 -0.14717
C 4.99892 2.19325 1.33585
C 6.29990 2.17918 2.13033
P 3.81422 0.72020 1.62490
C 4.93653 -0.76991 1.73253
C 5.66937 -1.14747 3.01750
C 4.19768 -1.95336 1.13119
C 3.11387 1.06156 3.33523
C 2.13365 -0.05101 3.69713
C 3.96243 1.41414 4.54447
H 5.87109 3.14025 -0.45260
H 4.28989 2.33120 -0.71237
H 5.86120 1.41901 -0.47341
H 4.46065 3.07923 1.66612
H 6.92438 1.32037 1.78540
H 6.10745 2.05573 3.19035
H 6.88402 3.10252 1.99308
H 5.73416 -0.53250 1.01948
H 5.00804 -1.60853 3.75172
H 6.05391 -0.24262 3.44632
H 6.49550 -1.82765 2.80721
H 3.31591 -2.27014 1.67325
H 4.85793 -2.83294 1.01389
H 3.84443 -1.75263 0.13656
H 2.50024 1.94400 3.12678
H 2.63533 -0.92450 4.09560
H 1.54573 -0.36816 2.82467
H 1.47359 0.31460 4.44960
H 4.55151 0.56580 4.84160
H 3.28968 1.59711 5.39808
H 4.56181 2.29102 4.39616
C -1.46957 -4.34726 -0.55977
C -2.47783 -4.80885 -0.07437
C -3.76176 -4.83423 0.60502
C -4.79319 -4.06123 0.10867
C -6.02515 -3.99997 0.71805
C -6.33254 -4.81046 1.81438
C -5.32358 -5.64593 2.31705
C -4.05324 -5.67883 1.72641
H -4.57885 -3.38881 -0.71951
H -6.76846 -3.34795 0.27911
H -7.25572 -4.70893 2.32801
H -5.50202 -6.32673 3.14770
H -3.31779 -6.37575 2.10064

# 3
135
Properties=species:S:1:pos:R:3 method="wB97M-V/def2-TZVPD" charge=+1
Ca -0.62999 -0.26274 0.16939
C -2.80231 -3.90198 0.95181
C -2.15351 -3.25722 2.14731
C -0.77243 -3.08031 2.20523
C -0.17065 -2.49913 3.31857
C -0.93844 -2.13061 4.41086
C -2.31718 -2.30711 4.36675
C -2.91898 -2.84349 3.23982
H -2.06760 -4.12703 0.18031
H -3.55493 -3.24742 0.51032
H -3.29597 -4.83161 1.24028
H -0.15149 -3.42944 1.39168
H 0.90541 -2.36534 3.32945
H -0.46923 -1.71098 5.29264
H -2.92722 -2.01230 5.21172
H -3.99513 -2.97236 3.21344
C 0.86986 4.52127 3.01108
C 2.39967 4.51261 3.08995
C 2.90128 4.12813 4.48201
C 2.90850 5.91472 2.76619
N 2.91135 3.54672 2.08847
C 3.68194 3.89425 0.98399
C 3.84684 2.78481 0.24485
N 3.19823 1.75223 0.88085
B 2.89544 0.35729 0.31361
N 3.38765 0.20242 -1.16081
C 4.40673 -0.63512 -1.56020
C 4.32761 -0.78607 -2.89040
N 3.23787 -0.05315 -3.33357
C 2.66824 0.53086 -2.24252
S 1.34955 1.58428 -2.07028
C 2.68961 -0.25253 -4.71325
C 1.69588 -1.40953 -4.64108
C 2.01226 1.00522 -5.25121
C 3.84916 -0.60087 -5.64798
N 3.58995 -0.75659 1.08156
C 4.66101 -0.68584 1.93968
C 4.88635 -1.92603 2.40148
N 3.93682 -2.77256 1.83610
C 3.12953 -2.02999 1.02237
S 1.79362 -2.48386 0.05085
C 3.91311 -4.21090 2.24018
C 2.88620 -5.04009 1.47975
C 3.58705 -4.27034 3.73382
C 5.30187 -4.79534 1.96586
C 2.63026 2.21003 2.01358
S 1.81304 1.17712 3.09642
H 0.46872 5.24263 3.72672
H 0.46761 3.53144 3.21633
H 0.55499 4.81348 2.00707
H 2.49678 4.82499 5.21854
H 3.98981 4.18699 4.51817
H 2.60607 3.11373 4.73995
H 2.51962 6.60035 3.51829
H 2.56490 6.25940 1.79032
H 3.99695 5.96644 2.80095
H 4.04340 4.88845 0.81303
H 4.37310 2.64219 -0.68158
H 1.69778 0.17380 0.42508
H 5.11592 -1.04634 -0.86466
H 4.94751 -1.36306 -3.54773
H 0.89777 -1.17490 -3.93974
H 2.19292 -2.32170 -4.30676
H 1.25536 -1.58899 -5.62312
H 1.08122 1.20160 -4.73475
H 1.79960 0.84918 -6.30895
H 2.65769 1.87899 -5.14814
H 4.23898 -1.60204 -5.46794
H 4.66301 0.12009 -5.55601
H 3.48694 -0.57576 -6.67416
H 5.16619 0.23947 2.15137
H 5.63599 -2.28013 3.08279
H 1.87008 -4.70636 1.67143
H 2.98617 -6.07098 1.82221
H 3.05318 -5.00903 0.40566
H 2.59584 -3.85538 3.92142
H 4.31111 -3.71552 4.33088
H 3.59461 -5.30822 4.06684
H 5.57496 -4.64591 0.92063
H 5.28650 -5.86581 2.16784
H 6.07353 -4.34979 2.59310
N -1.87215 2.92866 -2.34428
C -1.46661 3.69129 -1.12462
P -1.99116 2.62324 0.29973
O -3.10251 1.80209 -0.29420
O -0.85047 1.87182 0.94208
C -2.78119 3.78332 1.47658
N -3.74351 2.99820 2.26718
H -1.08657 2.30389 -2.64290
H -2.14192 3.52316 -3.12280
H -2.64610 2.29114 -2.06842
H -2.00098 4.63930 -1.11481
H -0.39409 3.86549 -1.12920
H -3.27962 4.57376 0.90786
H -2.03317 4.23043 2.13482
H -4.25741 2.38667 1.63489
H -4.40808 3.59993 2.73801
H -2.83042 1.96534 3.23542
S -1.91102 1.04255 3.77958
C -1.34777 2.10132 5.00523
N -0.11017 2.10827 5.44813
C 0.07484 3.09286 6.51809
C -1.34317 3.67277 6.70980
N -2.10140 2.99206 5.65605
H 0.66722 1.80817 4.83663
H 0.79434 3.84695 6.21006
H 0.44431 2.60288 7.41682
H -1.37878 4.75169 6.56927
H -1.74957 3.43326 7.69118
H -3.10565 2.96243 5.63364
C -7.15241 -1.59005 -6.09743
C -5.96630 -2.54257 -5.89332
C -6.48157 -3.80840 -5.20733
C -5.39326 -2.94258 -7.26057
C -4.88319 -1.84058 -5.07177
C -4.28548 -0.68217 -5.57935
C -3.28995 0.00979 -4.89478
C -2.90605 -0.49423 -3.67161
O -1.96209 -0.02958 -2.79032
B -1.93195 -0.93993 -1.66476
O -2.91175 -1.92310 -1.94628
C -3.48116 -1.63612 -3.15710
C -4.46705 -2.32682 -3.82915
H -7.91963 -2.07071 -6.70792
H -6.84842 -0.67169 -6.60053
H -7.59798 -1.31934 -5.13845
H -7.24337 -4.27331 -5.83475
H -6.93797 -3.58649 -4.24108
H -5.68344 -4.53769 -5.05809
H -6.14985 -3.47084 -7.84409
H -4.53244 -3.60220 -7.13803
H -5.07396 -2.07293 -7.83544
H -4.59940 -0.30459 -6.54390
H -2.83194 0.89533 -5.31917
H -4.88824 -3.21945 -3.39062

Number 1: E -196225.409 eV, HOMO -12.0 eV. Number 2: E -94192.110 eV, HOMO -1.1 eV. Number 3: E -141245.041 eV, HOMO -9.0 eV.